A structure of composition C26H64Li5N4O10 at a distorted geometry, computed with ωB97M-V/def2-TZVPD.

XYZ file:
```
109
Properties=species:S:1:pos:R:3:mulliken_charge:R:1
Li -2.33740 -0.80315 -2.64181 0.804
Li -2.28472 -2.13757 1.17595 0.851
Li -2.86178 0.68619 0.30555 0.723
Li -1.31465 -3.65756 -0.99325 0.941
Li -0.26594 -3.27488 2.78904 0.828
O -0.43309 -2.82989 0.73857 -1.135
C 0.24110 -1.81574 -0.02931 -0.121
C -0.34255 -0.46101 -0.33142 0.418
O -1.59039 -0.25747 -0.94287 -1.028
H 0.34716 -2.32084 -1.03009 0.323
H 1.28654 -1.72979 0.27529 0.130
H 0.47829 0.11696 -0.78714 -0.001
H -0.37725 0.12675 0.62213 -0.307
C 0.77335 -0.38482 3.66730 -0.413
O 0.79777 -1.81453 3.69716 -0.181
C 2.03056 -2.34886 4.21362 -0.041
C 1.82523 -3.80596 4.58154 -1.032
N 1.19938 -4.54844 3.48877 -0.142
C 2.19104 -5.11161 2.52702 -0.850
C 1.49540 -5.84123 1.40117 -0.257
O 0.62013 -6.77677 2.00386 -0.358
C -0.43901 -7.18588 1.16747 -0.617
H -0.04009 -0.19390 2.95281 -0.149
H 1.63354 -0.01173 3.09763 0.150
H 0.64047 0.13792 4.60848 0.456
H 2.34012 -1.83113 5.12304 0.440
H 2.78511 -2.20987 3.43222 0.098
H 1.13383 -3.80721 5.42831 0.386
H 2.76809 -4.25820 4.89784 0.384
H 0.67771 -5.38492 3.74267 0.326
H 2.81871 -5.82909 3.06826 0.444
H 2.84174 -4.30539 2.18708 0.406
H 2.28474 -6.31838 0.81025 0.428
H 0.88658 -5.15114 0.79814 0.019
H -1.02654 -7.92038 1.71168 0.299
H -0.03162 -7.67514 0.27823 0.333
H -1.09201 -6.33443 0.91223 0.109
C 3.21456 2.96962 -1.01575 -0.588
O 3.97152 2.35014 0.00238 -0.324
C 3.81597 0.94733 0.02119 0.161
C 4.35693 0.38966 1.32051 -0.507
N 5.79847 0.49319 1.46930 -0.443
C 6.16333 0.58066 2.88870 -0.577
C 6.00475 2.01155 3.42717 -0.441
O 5.77705 2.11559 4.81621 -0.401
C 6.85552 1.60480 5.59419 -0.735
H 3.57909 3.99007 -1.08171 0.321
H 2.14658 2.93792 -0.76558 0.081
H 3.40069 2.46847 -1.97227 0.272
H 4.36283 0.43476 -0.78282 0.410
H 2.72509 0.77459 0.05521 -0.328
H 3.90004 -0.57690 1.55393 0.208
H 3.90705 1.08041 2.06978 0.296
H 6.01819 1.41603 1.09265 0.372
H 7.21389 0.30982 2.99879 0.301
H 5.55073 -0.11368 3.46636 0.264
H 5.12256 2.46180 2.95953 0.334
H 6.85763 2.64252 3.13957 0.417
H 6.68057 1.87483 6.63120 0.268
H 7.79698 2.08831 5.30161 0.328
H 6.95430 0.52301 5.48118 0.291
C -6.43900 3.93661 -3.45626 -0.914
O -5.97907 3.05790 -2.41523 -0.121
C -5.80773 3.73411 -1.19803 -0.661
C -5.28653 2.70995 -0.21281 -1.201
N -4.09966 1.95488 -0.68099 0.298
C -2.97710 2.84971 -1.06274 0.126
C -2.37729 3.49708 0.15643 -1.288
O -2.01121 2.43424 1.04065 -0.144
C -1.51844 2.90010 2.28299 -0.729
H -6.67284 3.32001 -4.31922 0.258
H -5.66501 4.66916 -3.69452 0.345
H -7.34738 4.45556 -3.14437 0.353
H -6.78064 4.03202 -0.78817 0.497
H -5.14917 4.60121 -1.30663 0.424
H -6.06918 1.94665 -0.15951 0.431
H -5.13233 3.10214 0.78913 0.475
H -4.34428 1.52966 -1.57360 -0.136
H -3.23781 3.59960 -1.81564 0.664
H -2.20078 2.24307 -1.54395 -0.017
H -3.05962 4.18237 0.67209 0.447
H -1.49667 4.10066 -0.08830 0.523
H -2.30717 3.34960 2.89260 0.346
H -0.70122 3.60992 2.14040 0.341
H -1.12713 2.05386 2.84985 0.063
C 2.44159 -0.37635 -4.79151 -0.722
O 1.03064 -0.31018 -4.99318 -0.417
C 0.35651 0.47025 -4.04066 -0.066
C -0.98874 0.81482 -4.61415 -0.808
N -1.92829 -0.33069 -4.56408 -0.123
C -3.26220 -0.04115 -5.15628 -0.908
C -4.04262 0.79830 -4.17701 -0.224
O -4.33094 -0.00759 -3.03696 -0.220
C -5.72108 -0.34555 -2.88741 -0.875
H 2.87229 -0.88903 -5.64865 0.279
H 2.72619 -0.91029 -3.88165 0.245
H 2.85483 0.63739 -4.81581 0.336
H 0.89103 1.40137 -3.81891 0.508
H 0.26458 -0.13078 -3.11908 -0.294
H -0.82049 1.14255 -5.64653 0.351
H -1.32434 1.72200 -4.09968 0.525
H -1.46322 -0.96362 -5.21627 0.245
H -3.74525 -1.02039 -5.20763 0.346
H -3.23608 0.37852 -6.16388 0.408
H -4.93522 1.20570 -4.65382 0.360
H -3.43387 1.65593 -3.87962 0.163
H -6.10761 -0.82444 -3.79036 0.364
H -6.27288 0.58162 -2.71996 0.263
H -5.87144 -1.03383 -2.05988 0.236
```

Orbital gap in eV: 3.9
Net charge: +3

***

The molecule C20H26N2O4S at a distorted geometry, computed with ωB97M-V/def2-TZVPD.

XYZ file:
```
53
Properties=species:S:1:pos:R:3:mulliken_charge:R:1
C -2.51383 7.12742 2.52757 -1.053
H -3.11937 7.97213 2.84821 0.348
H -1.46409 7.39713 2.61910 0.324
H -2.70962 6.28757 3.19057 0.322
C -2.84096 6.75044 1.08114 -0.996
C -2.00436 5.58416 0.63868 0.634
C -0.76242 5.78025 0.04972 -0.754
C 0.03454 4.71515 -0.32673 -0.427
C -0.40891 3.41478 -0.11263 0.651
C -1.65204 3.20575 0.48157 -0.499
C -2.43504 4.27990 0.85192 -0.780
H -3.39808 4.10395 1.30976 0.361
H -1.99564 2.19476 0.64881 0.448
N 0.32614 2.27784 -0.47032 0.032
C 1.58118 2.20950 -0.97090 0.412
O 2.31860 3.15211 -1.17809 -0.667
C 2.04014 0.78790 -1.23584 -0.508
H 1.22655 0.08131 -1.38067 0.212
H 2.70513 0.77755 -2.09906 0.525
S 3.10767 0.18979 0.16509 0.352
O 3.33722 -1.23150 -0.11193 -0.562
C 1.76913 0.17723 1.47921 -0.956
C 0.66209 -0.72815 1.00719 0.551
O -0.37685 -0.29053 0.52771 -0.770
N 0.94481 -2.03088 1.11162 -0.165
H 1.88997 -2.29996 1.34675 0.348
C 0.10644 -3.07070 0.54022 0.262
C -0.19218 -4.11531 1.61023 -1.560
H -0.84448 -4.88480 1.20959 0.318
H 0.73035 -4.58119 1.95103 0.378
H -0.68541 -3.65339 2.46224 0.396
C 0.79503 -3.67536 -0.69602 -0.671
H 1.53224 -2.96359 -1.07374 0.273
H 1.32895 -4.58364 -0.41259 0.475
C -0.19107 -4.00088 -1.82590 -0.717
C -1.17398 -5.05062 -1.43717 0.203
C -2.50068 -4.98229 -1.12829 -0.376
C -2.90547 -6.30361 -0.81233 -0.354
C -1.79576 -7.07476 -0.95189 -0.555
O -0.74379 -6.32708 -1.32965 -0.367
H -1.62858 -8.12515 -0.82017 0.465
H -3.88449 -6.62667 -0.52380 0.429
H -3.11418 -4.10484 -1.12699 0.452
H 0.37806 -4.35151 -2.69003 0.406
H -0.73701 -3.10076 -2.11125 0.316
H -0.82264 -2.57475 0.24046 0.301
H 1.43388 1.20002 1.62519 0.414
H 2.25108 -0.20004 2.37884 0.494
H -0.14984 1.39917 -0.25407 0.048
H 0.99456 4.88528 -0.78417 0.518
H -0.40963 6.78684 -0.12341 0.365
H -3.90022 6.49551 1.00699 0.351
H -2.65022 7.60904 0.43427 0.354
```

Orbital gap in eV: 8.8
Net charge: 0

***

A structure of composition C12H24AlO20S2 at a distorted geometry, computed with ωB97M-V/def2-TZVPD.

XYZ file:
```
59
Properties=species:S:1:pos:R:3:mulliken_charge:R:1
Al 1.65626 -0.68661 0.01449 1.389
S 3.74509 -0.40721 -2.74432 1.123
O 2.83332 0.61693 -2.19799 -0.504
O 5.15660 0.01689 -2.77691 -0.667
O 3.66072 -1.47132 -1.68874 -0.350
O 3.33807 -0.89631 -4.05696 -0.679
S 3.65886 -3.42780 0.71290 1.342
O 4.63587 -3.90117 -0.30615 -0.536
O 3.61678 -4.17269 1.96249 -0.601
O 3.99422 -2.02272 0.92553 -0.530
O 2.34728 -3.50748 0.05251 -0.551
C 0.55228 0.21853 -4.14651 -0.383
O -0.84866 0.43781 -3.86381 -0.406
C -1.23199 0.28538 -2.61990 0.517
O -0.52776 0.25123 -1.63730 -0.339
O -2.56370 0.16628 -2.62031 -0.420
C -3.19922 -0.14482 -1.39298 -0.138
H 1.24601 1.01448 -3.88802 0.100
H 0.60611 0.04131 -5.21809 0.260
H 0.86133 -0.68847 -3.63091 0.263
H -3.37907 0.73147 -0.77048 0.066
H -2.53295 -0.74051 -0.76517 -0.059
H -4.12748 -0.67952 -1.56855 0.310
C -0.15989 -5.26012 1.66566 -0.470
O -1.36108 -4.53154 1.39976 -0.397
C -1.29257 -3.22569 1.10336 0.515
O -0.28869 -2.57824 1.20248 -0.352
O -2.45326 -2.64270 0.86355 -0.142
C -3.60716 -3.43436 0.58893 -0.871
H -0.24305 -5.60619 2.69233 0.248
H 0.71081 -4.62028 1.50485 0.154
H -0.05244 -6.07792 0.95508 0.250
H -4.47953 -2.81744 0.39103 0.270
H -3.84431 -4.00666 1.48859 0.368
H -3.49282 -4.16407 -0.21115 0.350
C 3.10123 3.35702 -1.60359 -0.470
O 2.30898 4.12535 -0.72807 -0.376
C 1.48137 3.43229 0.07171 0.464
O 1.32709 2.26428 0.08569 -0.261
O 1.00063 4.23152 1.05384 -0.327
C 1.15693 5.63138 0.92376 -0.772
H 2.52499 2.88327 -2.40043 0.098
H 3.66194 2.55649 -1.12385 0.294
H 3.81430 3.97549 -2.15048 0.284
H 2.18102 5.94762 0.73208 0.313
H 0.84119 6.11903 1.84542 0.261
H 0.52555 6.06841 0.14703 0.297
C -2.80614 0.35000 4.26162 -0.706
O -1.81831 0.02059 3.31241 -0.296
C -1.43131 0.85431 2.34373 0.519
O -0.62157 0.57090 1.51045 -0.089
O -2.12007 1.98673 2.38487 -0.411
C -2.16210 2.87445 1.29370 0.061
H -2.72894 1.35291 4.68478 0.298
H -2.71191 -0.30801 5.12347 0.257
H -3.76840 0.22815 3.76022 0.270
H -2.69041 2.40217 0.46659 0.009
H -1.18388 3.28895 1.06076 -0.097
H -2.81612 3.71825 1.52501 0.250
```

Orbital gap in eV: 4.0
Net charge: -1

***

The molecule CH2NOP at a distorted geometry, computed with ωB97M-V/def2-TZVPD.

XYZ file:
```
6
Properties=species:S:1:pos:R:3:mulliken_charge:R:1
O 2.62839 -0.04281 -0.08519 -0.410
C 1.50661 0.16304 -0.17910 0.573
N 0.37523 0.46865 -0.22267 -0.400
P -1.16176 -0.72042 -0.11422 0.069
H -1.40176 -0.10729 1.15022 0.093
H -1.94670 0.23885 -0.54905 0.075
```

Orbital gap in eV: 10.4
SMILES string: O=C=NP
Net charge: 0

***

The molecule C4H6O at a distorted geometry, computed with ωB97M-V/def2-TZVPD.

XYZ file:
```
11
Properties=species:S:1:pos:R:3:mulliken_charge:R:1
C -1.77663 -0.11862 -1.38087 0.248
C -0.93602 -0.25932 -0.55274 -0.720
C -0.06658 -0.69557 0.47956 -0.430
C 1.18110 0.23384 0.50944 -0.441
O 0.86099 1.58170 0.43794 -0.502
H -2.52058 -0.02950 -2.10182 0.444
H 0.24973 -1.72591 0.29705 0.285
H -0.60341 -0.65941 1.42771 0.231
H 1.82586 -0.08151 -0.31897 0.256
H 1.70685 0.07911 1.44981 0.297
H 0.07869 1.67519 -0.24712 0.333
```

Orbital gap in eV: 11.0
SMILES string: C#CCCO
Net charge: 0

***

A structure of composition C26H46GeN3NiOP2S, computed with ωB97M-V/def2-TZVPD.

XYZ file:
```
81
Properties=species:S:1:pos:R:3:mulliken_charge:R:1
Ni -0.65133 0.26654 -0.77100 -0.139
C -1.79994 1.77504 -3.27962 -1.890
N -1.21485 0.62104 -2.58884 0.565
C -1.19866 -0.45955 -3.32355 0.525
C -0.62658 -1.61676 -2.76610 -0.423
C -0.32174 -2.91215 -3.19140 -1.374
C 0.37278 -3.49468 -2.13298 -1.277
C 0.45374 -2.53421 -1.12174 -0.560
N -0.14431 -1.39415 -1.49514 0.941
C -3.29419 1.65904 -3.48670 0.921
C -4.08677 0.86606 -2.66582 0.258
C -5.46040 0.82363 -2.85390 -0.799
C -6.05085 1.56715 -3.86010 -0.491
C -5.26314 2.35711 -4.68565 -0.572
C -3.89300 2.40224 -4.49919 -0.805
H -1.29777 1.89395 -4.24626 0.484
H -1.58625 2.68663 -2.72794 0.598
H -1.60156 -0.43563 -4.33311 0.516
H -0.55790 -3.35551 -4.14142 0.526
H 0.79668 -4.48218 -2.10033 0.533
H 0.97291 -2.61929 -0.18552 0.448
H -3.63724 0.27736 -1.87858 0.107
H -6.06773 0.20332 -2.20973 0.439
H -7.12040 1.52776 -4.00707 0.406
H -5.71706 2.93212 -5.47966 0.416
H -3.28234 3.01491 -5.15099 0.425
C -2.36728 3.22314 -0.43617 -1.239
P -0.70354 2.49753 -0.21944 1.067
C 0.46372 3.28745 -1.38417 -1.597
C -0.25060 3.41244 1.31233 -1.193
C 1.08771 3.16877 1.98224 -1.113
P 1.15143 1.60724 2.95040 0.900
C 2.69982 1.90662 3.88295 -1.556
C -0.08689 1.96564 4.25389 -1.451
H -2.31566 4.24880 -0.80380 0.367
H -2.84666 3.23807 0.54252 0.510
H -2.99634 2.63184 -1.09366 0.246
H 0.27037 4.35797 -1.46628 0.427
H 0.43936 2.83028 -2.36772 0.412
H 1.46938 3.14516 -0.98786 0.402
H -1.07770 3.31519 2.01972 0.524
H -0.27991 4.45496 0.97163 0.503
H 1.29264 4.01324 2.64848 0.566
H 1.89704 3.15421 1.24643 0.332
H 2.65079 2.80920 4.49142 0.477
H 3.52991 2.00593 3.18241 0.400
H 2.91534 1.05745 4.53214 0.381
H 0.01545 2.96982 4.66874 0.426
H 0.04545 1.24839 5.06523 0.443
H -1.10457 1.84286 3.88139 0.351
C 2.49268 -5.24800 2.03484 -1.120
C 2.07698 -4.51105 3.29765 -0.022
C 0.57078 -4.31247 3.41102 -1.002
C -0.02804 -3.47452 2.28238 -0.556
Ge 0.71596 -1.65069 2.27683 0.414
C 2.50764 -1.40236 1.50010 -1.342
C 2.70832 -0.36400 0.39769 0.932
C 3.72927 -0.79054 -0.65377 -0.614
C 3.84014 0.24223 -1.76326 -1.272
H 3.55516 -5.48142 2.04502 0.372
H 2.29727 -4.66603 1.13306 0.113
H 1.94700 -6.18657 1.93670 0.365
H 2.59166 -3.54245 3.34804 0.054
H 2.42367 -5.06244 4.17365 0.471
H 0.33309 -3.85189 4.37390 0.283
H 0.08492 -5.29285 3.41663 0.456
H -1.10883 -3.38854 2.42451 0.565
H 0.11655 -3.95580 1.31594 0.314
H 0.50842 -1.09477 3.69022 -0.287
H 2.80129 -2.38971 1.13121 0.830
H 3.17524 -1.19069 2.33857 0.579
H 3.02292 0.58078 0.84556 0.594
H 1.76594 -0.14713 -0.12051 -0.894
H 3.42804 -1.75339 -1.07584 0.313
H 4.70325 -0.95178 -0.18408 0.448
H 2.86517 0.40972 -2.22658 0.153
H 4.52726 -0.07411 -2.54565 0.421
H 4.19702 1.19762 -1.37698 0.325
O -2.85782 -0.14698 0.38261 -0.298
S -2.04680 -0.80926 1.38257 0.144
N -0.56554 -0.65291 1.11748 -0.101
```

Orbital gap in eV: 6.9
Net charge: +1

***

A cluster of 2 separate species, CH6N2O in total at a distorted geometry, computed with ωB97M-V/def2-TZVPD.

XYZ file:
```
10
Properties=species:S:1:pos:R:3:mulliken_charge:R:1
N -2.25911 0.02873 0.48998 0.072
O -2.48468 -0.05902 -0.73469 -0.412
H -2.37748 -0.89284 1.07957 0.169
C 0.53678 0.10615 -0.42782 -0.608
N -0.26836 -0.13377 0.84397 -0.586
H 0.74498 1.16637 -0.66397 0.265
H 1.58427 -0.44423 -0.31730 0.236
H -0.06919 -0.44589 -1.18658 0.265
H -0.17381 0.60450 1.70884 0.294
H -0.17722 -1.10256 1.12353 0.305
```

Orbital gap in eV: 8.7
SMILES string: N=O.CN
Net charge: 0

***

A cluster of 6 separate species, C16H21FN8O14 in total at a distorted geometry, computed with ωB97M-V/def2-TZVPD.

XYZ file:
```
60
Properties=species:S:1:pos:R:3:mulliken_charge:R:1
N 0.60385 -1.82656 0.88919 -0.450
C 0.53628 -0.66864 0.84618 0.540
O 0.42362 0.62237 0.69915 -0.526
C 0.17477 0.93136 -0.65582 0.081
C 1.19193 0.86037 -1.58371 0.465
N 2.46270 0.43234 -1.19398 -0.512
C 0.96587 1.17181 -2.93236 -0.738
C -0.28284 1.58426 -3.32786 -0.720
C -1.25506 1.63920 -2.37088 0.262
C -1.07476 1.30664 -1.04686 1.089
C -2.37560 1.43964 -0.26943 0.017
O -2.52521 1.26230 0.90335 -0.531
N -3.30186 1.87004 -1.24011 0.233
C -4.64199 1.25270 -1.33153 -0.275
C -4.77885 -0.09846 -0.63230 0.378
O -4.98685 -0.29353 0.51937 -0.444
F -4.69451 -1.17865 -1.46677 -0.272
C -2.70444 2.05314 -2.49817 -0.131
O -3.18767 2.48781 -3.50952 -0.596
H 3.19585 0.91641 -1.69300 0.378
H 2.55099 0.57076 -0.19382 0.218
H 1.73391 1.09613 -3.69085 0.395
H -0.53991 1.83564 -4.34985 0.526
H -4.88541 1.10087 -2.38334 0.359
H -5.39474 1.91902 -0.87749 0.330
C 3.11912 -2.87211 4.00340 -0.693
N 4.02075 -1.99679 3.20463 0.888
O 3.50398 -1.23396 2.41819 -0.506
O 5.21432 -2.10836 3.39394 -0.543
H 2.09609 -2.65908 3.72030 0.225
H 3.37479 -3.90330 3.77841 0.303
H 3.28966 -2.64670 5.05246 0.320
C 5.76099 -4.76460 0.80676 -0.691
N 5.42205 -6.04288 1.48772 0.896
O 4.27706 -6.19561 1.85711 -0.521
O 6.31973 -6.84386 1.62618 -0.540
H 4.86803 -4.15164 0.75464 0.294
H 6.53205 -4.27622 1.39570 0.277
H 6.12185 -5.00793 -0.18822 0.281
C -0.55024 -3.34388 5.87957 -0.726
N 0.53972 -4.34622 6.03249 0.858
O 0.72344 -4.81457 7.13289 -0.521
O 1.17009 -4.62341 5.03291 -0.496
H -1.02203 -3.19684 6.84416 0.321
H -0.09964 -2.42204 5.52246 0.266
H -1.25764 -3.73848 5.15607 0.298
C 2.65673 5.34680 -2.27587 -0.784
N 2.80503 3.97212 -2.82431 0.927
O 3.34682 3.13741 -2.13058 -0.546
O 2.36919 3.76612 -3.93062 -0.509
H 3.09023 5.37154 -1.28272 0.330
H 3.17945 6.02299 -2.94587 0.289
H 1.59438 5.57100 -2.24290 0.301
C -7.33106 3.34908 -3.92899 -0.751
N -6.80232 4.09563 -2.75688 0.865
O -7.01292 5.28375 -2.70422 -0.522
O -6.18887 3.44966 -1.93000 -0.542
H -7.84954 4.04590 -4.57713 0.318
H -6.48175 2.90090 -4.43828 0.268
H -8.00961 2.58862 -3.55296 0.292
```

Orbital gap in eV: 8.6
SMILES string: N#COc1c(N)ccc2c1C(=O)N(CC(=O)F)C2=O.C[N+](=O)[O-].C[N+](=O)[O-].C[N+](=O)[O-].C[N+](=O)[O-].C[N+](=O)[O-]
Net charge: 0

***

Number 1: E -2037.30417 Eh. Number 2: E -1586.38848 Eh. Number 3: E -3015.14268 Eh. Number 4: E -510.62311 Eh. Number 5: E -231.16501 Eh. Number 6: E -5923.73403 Eh. Number 7: E -226.29259 Eh. Number 8: E -2213.08198 Eh.